Record 1
{
  "formula": "C12H20GdN3O4P",
  "method": "ωB97M-V/def2-TZVPD",
  "spin_multiplicity": 9,
  "relative_energy_ev": 2.339,
  "charge": 2,
  "homo_energy_ev": [-16.281, -16.186],
  "symbols": ["C", "C", "N", "C", "C", "C", "C", "C", "P", "H", "H", "H", "C", "C", "H", "H", "H", "C", "C", "H", "H", "H", "H", "H", "H", "H", "H", "H", "H", "H", "H", "C", "O", "Gd", "O", "H", "H", "N", "O", "N", "O"],
  "coordinates": [[-0.766, 2.587, -1.069], [-0.198, 1.390, -1.807], [0.080, 0.287, -1.087], [0.212, -0.920, -1.696], [0.424, -0.983, -3.079], [0.318, 0.197, -3.807], [-0.078, 1.370, -3.179], [-0.419, -2.159, -0.983], [0.119, -2.447, 0.834], [-0.322, 2.268, -3.734], [0.481, -1.974, -3.548], [0.361, 0.143, -4.885], [1.206, 3.175, 0.230], [-0.999, 3.523, 1.220], [-0.190, -3.062, -1.568], [-1.867, 2.576, -1.052], [-0.516, 3.542, -1.546], [1.743, -3.384, 0.897], [-1.045, -3.818, 1.205], [2.107, -3.682, 1.911], [1.652, -4.287, 0.261], [2.519, -2.708, 0.495], [-1.364, -3.860, 2.264], [-1.938, -3.555, 0.617], [-0.654, -4.808, 0.886], [-0.956, 4.578, 0.891], [-2.027, 3.150, 1.271], [-0.604, 3.444, 2.244], [1.193, 4.173, -0.280], [1.626, 3.284, 1.249], [1.858, 2.468, -0.323], [-0.190, -1.603, 3.614], [-0.109, -1.755, 4.745], [-0.328, 0.376, 1.377], [-2.400, 0.251, 1.178], [-1.504, -2.068, -1.143], [-2.906, -0.113, 0.367], [-0.214, 2.661, 0.313], [1.216, 1.034, 2.984], [2.323, 0.650, 2.419], [2.157, 0.058, 1.313]],
  "atomic_forces_ev_per_a": [[0.4, 0.7, 0.8], [0.4, -0.2, 0.3], [-1.3, -0.9, 0.6], [-0.8, 0.3, -0.8], [-0.3, -0.6, 1.0], [-0.4, -0.1, -0.2], [0.2, 0.1, -0.4], [1.6, 1.4, -0.6], [0.3, -4.2, -1.7], [0.1, -0.1, -0.1], [0.2, 0.6, 0.0], [0.2, 0.1, -0.1], [-0.1, 0.1, 0.1], [-0.2, 0.1, 0.0], [0.4, -0.1, 0.5], [0.3, -0.4, 0.2], [0.1, -0.3, -0.4], [0.8, 1.2, 0.0], [-1.0, 0.7, 0.5], [-0.8, 0.3, -0.6], [-0.3, 0.5, 0.3], [-0.2, -0.4, 0.0], [0.3, -0.1, -0.5], [0.1, -0.4, 0.3], [0.1, 0.7, 0.2], [-0.2, -0.4, 0.2], [0.0, 0.3, -0.2], [0.2, 0.2, -0.3], [0.1, -0.8, 0.4], [-0.3, 0.0, -0.5], [-0.5, 0.4, 0.2], [0.3, -0.2, 3.7], [-0.3, 0.3, -3.4], [-0.7, 2.1, -0.9], [-0.4, -1.2, -1.9], [0.2, 0.2, 0.9], [1.0, 1.0, 2.1], [0.8, -0.5, 0.1], [1.5, -0.5, -0.5], [-1.5, 0.1, -0.4], [-0.1, 0.1, 1.2]],
  "lowdin_spin": [-0.001, 0.001, -0.020, 0.001, 0.005, 0.002, 0.002, 0.111, 0.462, 0.000, 0.001, 0.000, 0.000, 0.000, 0.020, 0.000, -0.001, 0.058, 0.043, 0.000, 0.017, -0.001, 0.005, 0.000, 0.012, -0.001, 0.000, 0.000, -0.001, 0.000, 0.000, 0.063, 0.007, 7.235, -0.064, 0.000, -0.001, -0.035, -0.002, 0.020, 0.060]
}

---

Record 2
{
  "formula": "C12H20I2NO3",
  "method": "ωB97M-V/def2-TZVPD",
  "charge": -1,
  "homo_energy_ev": -4.168,
  "symbols": ["C", "C", "I", "C", "I", "N", "C", "C", "O", "O", "O", "C", "C", "C", "C", "C", "C", "C", "H", "H", "H", "H", "H", "H", "H", "H", "H", "H", "H", "H", "H", "H", "H", "H", "H", "H", "H", "H"],
  "coordinates": [[0.964, 3.017, 1.111], [1.181, 2.688, -0.436], [0.731, 4.300, -1.853], [1.650, 1.415, -0.891], [1.889, 1.179, -3.075], [1.973, 0.334, 0.063], [3.473, 0.213, 0.082], [4.024, -1.162, -0.558], [4.533, -2.001, 0.280], [3.899, -1.415, -1.925], [1.362, -0.846, -0.295], [0.471, -1.153, 0.830], [-0.775, -2.084, 0.441], [-1.089, -2.985, 1.775], [-2.140, -1.301, 0.106], [-1.964, 0.217, -0.381], [-1.564, 0.332, -1.958], [-3.454, 0.892, -0.283], [1.568, 3.926, 1.452], [1.223, 2.134, 1.814], [-0.166, 3.214, 1.286], [3.894, 1.108, -0.526], [3.862, 0.389, 1.160], [0.179, -0.206, 1.414], [1.120, -1.774, 1.568], [-0.448, -2.817, -0.374], [-2.230, -3.120, 1.923], [-0.727, -2.327, 2.660], [-0.571, -4.002, 1.756], [-2.899, -1.317, 0.968], [-2.646, -1.868, -0.772], [-1.299, 0.867, 0.284], [-1.107, 1.341, -2.231], [-2.580, 0.280, -2.520], [-0.961, -0.567, -2.331], [-4.247, 0.088, -0.475], [-3.560, 1.829, -0.926], [-3.569, 1.179, 0.837]],
  "atomic_forces_ev_per_a": [[-0.7, -0.2, 0.0], [1.1, -3.0, 0.3], [0.2, -0.9, 1.4], [-1.7, 2.7, 1.0], [0.1, -0.4, 1.4], [1.6, 2.9, -1.8], [1.5, 0.7, -0.2], [0.6, -3.5, -3.0], [-1.4, 2.7, -1.9], [0.3, 2.1, 6.2], [-2.1, -0.4, 0.9], [0.4, -1.5, 1.1], [-0.2, -0.4, 1.3], [-0.2, 1.0, 0.0], [0.4, 0.4, -1.3], [-1.6, 0.6, -1.2], [-1.2, -0.5, 0.3], [0.9, -0.4, 1.6], [-0.9, -1.2, -0.6], [-0.2, 1.3, -1.6], [1.8, 0.0, -0.3], [-0.6, -1.5, 0.8], [-0.7, -0.8, -1.7], [0.2, -1.3, -1.2], [-1.0, 0.9, -1.1], [-0.5, 1.3, 0.9], [1.9, 0.0, -0.4], [-0.6, -1.4, -1.2], [-0.6, 1.5, 0.2], [1.3, 0.0, -1.0], [0.6, 1.0, 1.4], [-0.6, -1.2, -1.0], [-0.4, -1.5, 0.5], [1.6, 0.0, 0.8], [-0.5, 1.5, 0.6], [1.0, 1.3, -0.1], [0.1, -1.4, 0.8], [-0.1, -0.2, -1.8]],
  "lowdin_charge": [-0.175, -0.720, 0.649, -0.654, 0.768, -0.208, -0.096, -0.559, -0.125, -0.253, -0.146, -0.148, -0.282, -0.101, -0.170, -0.369, -0.117, -0.124, 0.068, 0.079, 0.073, 0.115, 0.121, 0.125, 0.136, 0.144, 0.070, 0.082, 0.077, 0.103, 0.128, 0.108, 0.027, 0.077, 0.072, 0.074, 0.075, 0.077]
}

---

Record 3
{
  "formula": "C12H20N2OSe2Zn",
  "method": "ωB97M-V/def2-TZVPD",
  "charge": 2,
  "homo_energy_ev": -15.780,
  "symbols": ["Zn", "C", "Se", "C", "C", "Se", "C", "H", "H", "H", "H", "H", "H", "H", "H", "H", "H", "C", "C", "O", "N", "C", "C", "C", "C", "C", "C", "N", "H", "H", "H", "H", "H", "H", "H", "H", "H", "H"],
  "coordinates": [[0.001, 0.321, -0.051], [3.287, 0.047, 1.702], [2.522, 0.776, 0.069], [2.283, 2.674, 0.551], [1.229, 3.014, 1.585], [-0.624, 2.564, 1.084], [-1.273, 2.156, 2.876], [4.248, 0.528, 1.856], [3.442, -1.014, 1.520], [2.637, 0.184, 2.560], [2.093, 3.172, -0.399], [3.255, 3.010, 0.912], [1.232, 4.094, 1.729], [1.414, 2.536, 2.545], [-0.748, 1.304, 3.296], [-2.336, 1.947, 2.797], [-1.128, 3.044, 3.485], [-1.647, -3.610, 0.411], [-1.642, -2.161, 0.046], [-0.771, -1.388, 0.510], [-2.612, -1.732, -0.758], [-2.831, -0.342, -1.145], [-1.946, 0.098, -2.289], [-2.428, 0.198, -3.581], [-1.569, 0.579, -4.603], [-0.240, 0.834, -4.303], [0.171, 0.721, -2.991], [-0.661, 0.373, -1.998], [-0.722, -3.874, 0.913], [-1.767, -4.227, -0.481], [-2.481, -3.827, 1.080], [-3.272, -2.412, -1.102], [-2.659, 0.300, -0.277], [-3.876, -0.236, -1.423], [-3.467, -0.018, -3.791], [-1.933, 0.675, -5.618], [0.467, 1.117, -5.069], [1.202, 0.911, -2.718]],
  "atomic_forces_ev_per_a": [[0.1, 0.3, 0.1], [-0.1, -0.1, 0.1], [-0.4, 0.2, -0.1], [0.0, -0.2, -0.1], [-0.1, 0.0, 0.0], [0.3, -0.4, -0.1], [-0.1, -0.1, 0.0], [0.0, 0.0, 0.0], [0.0, 0.0, 0.0], [0.0, 0.0, 0.0], [0.0, 0.0, 0.0], [0.0, 0.0, 0.0], [0.0, 0.0, 0.1], [0.0, 0.0, 0.0], [0.0, 0.0, 0.0], [0.0, 0.0, 0.0], [0.0, 0.0, 0.0], [0.0, -0.1, 0.0], [-0.2, -0.1, 0.0], [0.1, 0.1, 0.1], [0.0, 0.1, -0.1], [0.2, 0.1, 0.0], [-0.1, 0.0, 0.0], [0.0, 0.0, 0.0], [0.0, 0.0, 0.0], [-0.1, 0.0, 0.0], [0.0, 0.0, 0.0], [0.2, 0.0, 0.1], [0.0, 0.0, 0.0], [0.0, 0.0, 0.0], [0.0, 0.1, 0.0], [0.0, -0.1, 0.0], [-0.1, 0.0, 0.0], [0.0, 0.0, 0.0], [0.0, 0.0, 0.0], [0.0, 0.0, 0.0], [0.0, 0.0, 0.0], [0.0, 0.0, 0.0]],
  "lowdin_charge": [0.502, -0.319, 1.018, -0.492, -0.491, 1.009, -0.330, 0.049, 0.042, 0.038, 0.076, 0.090, 0.088, 0.076, 0.041, 0.038, 0.048, 0.045, -0.448, -0.062, 0.118, -0.080, -0.233, 0.023, 0.008, -0.006, -0.093, 0.010, 0.101, 0.107, 0.112, 0.170, 0.110, 0.143, 0.133, 0.134, 0.129, 0.098]
}